(1)
Computed, not measured: 6 unconnected molecules or ions with the total composition C33H70N6O8 in a non-equilibrium geometry, with wB97M-V/def2-TZVPD.

Structure (XYZ):
```
117
Properties=species:S:1:pos:R:3
N -0.826 -0.951 1.434
O -1.832 -0.738 2.133
O -0.313 -0.021 0.765
O -0.223 -2.038 1.508
C -5.168 -0.899 2.187
C -5.239 -0.412 0.783
O -5.320 -1.098 -0.191
N -5.154 1.108 0.701
H -5.760 1.503 -0.015
H -5.413 1.537 1.588
C -3.667 1.496 0.602
H -6.120 -0.721 2.688
H -4.324 -0.417 2.692
H -4.794 -1.918 2.281
H -3.302 0.978 -0.284
H -3.090 1.271 1.495
H -3.710 2.546 0.315
C 2.623 -3.199 0.151
C 2.488 -4.690 -0.052
O 1.470 -5.296 -0.058
N 3.825 -5.457 -0.148
H 4.012 -5.694 -1.121
H 4.538 -4.767 0.079
C 3.875 -6.565 0.892
H 3.449 -2.803 -0.447
H 2.865 -2.905 1.173
H 1.733 -2.686 -0.210
H 3.362 -6.247 1.798
H 4.924 -6.806 1.034
H 3.199 -7.326 0.507
C -5.490 -2.621 -3.531
C -3.929 -2.527 -3.593
C -3.581 -1.111 -3.058
C -2.070 -0.984 -2.817
C -1.702 -1.914 -1.656
C -1.990 -3.400 -1.943
N -3.339 -3.516 -2.629
O -3.874 -4.599 -2.562
C -2.093 -4.090 -0.587
C -0.916 -4.032 -2.864
C -3.477 -2.770 -5.045
H -5.901 -2.506 -2.525
H -5.830 -3.628 -3.779
H -6.142 -1.954 -4.093
H -4.110 -0.904 -2.124
H -3.971 -0.321 -3.699
H -1.847 0.050 -2.548
H -1.444 -1.163 -3.694
H -2.333 -1.582 -0.827
H -0.686 -1.756 -1.295
H -2.979 -3.818 -0.013
H -1.231 -3.754 -0.009
H -2.059 -5.178 -0.630
H -1.262 -4.797 -3.557
H -0.099 -4.361 -2.224
H -0.456 -3.280 -3.510
H -4.069 -3.483 -5.619
H -2.453 -3.145 -5.087
H -3.564 -1.890 -5.681
C 3.953 2.927 -4.178
C 2.384 3.225 -4.153
C 1.484 2.028 -4.643
C 1.427 0.839 -3.654
C 0.921 1.285 -2.275
C 1.748 2.461 -1.644
N 2.019 3.533 -2.721
O 2.643 4.487 -2.261
C 2.943 1.770 -0.997
C 0.909 3.182 -0.553
C 2.073 4.357 -5.139
H 4.455 3.888 -4.067
H 4.326 2.500 -5.107
H 4.205 2.253 -3.361
H 1.894 1.648 -5.580
H 0.479 2.341 -4.931
H 2.391 0.338 -3.542
H 0.782 0.104 -4.138
H 0.933 0.419 -1.614
H -0.123 1.584 -2.392
H 3.436 1.098 -1.704
H 2.682 1.167 -0.130
H 3.832 2.363 -0.770
H 1.541 3.898 -0.027
H 0.604 2.443 0.188
H 0.027 3.660 -0.977
H 2.739 5.178 -4.880
H 1.001 4.548 -5.153
H 2.286 4.003 -6.147
C 2.374 1.330 6.944
C 2.617 2.367 5.822
C 3.099 1.602 4.570
C 2.069 1.107 3.571
C 1.112 2.198 3.153
C 0.382 2.847 4.356
N 1.421 3.204 5.426
O 1.169 4.173 6.135
C -0.589 1.797 4.938
C -0.398 4.126 3.965
C 3.703 3.324 6.229
H 1.874 1.836 7.771
H 3.268 0.824 7.301
H 1.690 0.571 6.563
H 3.750 0.846 5.006
H 3.696 2.302 3.979
H 1.437 0.283 3.910
H 2.594 0.756 2.682
H 0.339 1.782 2.504
H 1.651 2.876 2.486
H -0.172 0.945 5.475
H -1.318 1.441 4.211
H -1.203 2.222 5.737
H -0.959 4.507 4.817
H -1.120 3.931 3.174
H 0.293 4.904 3.640
H 4.557 2.718 6.532
H 3.486 3.887 7.137
H 3.965 4.018 5.433
```

* spin multiplicity: 1
* ΔE to the lowest compared entry with this formula, charge and spin: 0.0 kcal per mole
* LUMO level: -11.60 eV
* Kohn-Sham gap: 5.6 eV
* net charge: +4
* max |F|: 6.23 eV/Å
* HOMO: -17.198 eV

Here are the Mulliken charges for atoms 1 to 99, given in e:
1 N 0.73
2 O -0.64
3 O -0.25
4 O -0.65
5 C -0.98
6 C 0.44
7 O -0.39
8 N -0.08
9 H 0.42
10 H 0.41
11 C -0.54
12 H 0.38
13 H 0.28
14 H 0.34
15 H 0.09
16 H 0.08
17 H 0.50
18 C -0.54
19 C 0.43
20 O -0.42
21 N -0.11
22 H 0.35
23 H 0.40
24 C -0.74
25 H 0.50
26 H 0.42
27 H -0.31
28 H 0.33
29 H 0.37
30 H 0.35
31 C -1.67
32 C 1.12
33 C -0.96
34 C -0.27
35 C -0.06
36 C 1.56
37 N 1.02
38 O -0.33
39 C -1.52
40 C -1.40
41 C -1.55
42 H 0.33
43 H 0.45
44 H 0.43
45 H -0.22
46 H 0.74
47 H -0.09
48 H 0.42
49 H -0.24
50 H 0.02
51 H 0.36
52 H 0.34
53 H 0.41
54 H 0.37
55 H 0.15
56 H 0.36
57 H 0.41
58 H 0.37
59 H 0.36
60 C -1.33
61 C 0.97
62 C -1.48
63 C -0.65
64 C -0.54
65 C 1.76
66 N 0.89
67 O -0.33
68 C -1.61
69 C -1.51
70 C -1.56
71 H 0.44
72 H 0.38
73 H 0.31
74 H 0.57
75 H 0.40
76 H 0.35
77 H 0.26
78 H -0.01
79 H 0.29
80 H 0.44
81 H 0.19
82 H 0.45
83 H 0.56
84 H 0.02
85 H 0.50
86 H 0.44
87 H 0.42
88 H 0.41
89 C -1.50
90 C 0.99
91 C -1.15
92 C -0.78
93 C -0.30
94 C 1.42
95 N 0.99
96 O -0.31
97 C -1.43
98 C -1.65
99 C -1.70

=====

(2)
Computed, not measured: 7 unconnected molecules or ions with the total composition C33H71BrF7IN3O14P2S in a non-equilibrium geometry, with wB97M-V/def2-TZVPD.

Structure (XYZ):
```
133
Properties=species:S:1:pos:R:3
C 2.828 4.520 1.125
O 2.410 4.411 -0.218
C 2.013 3.114 -0.624
C 0.705 2.701 0.014
C 0.052 1.458 -0.594
C 0.990 0.254 -0.760
C 1.627 -0.126 0.577
N 1.696 -1.606 0.954
S 0.007 -2.213 1.321
O -0.840 -1.791 0.264
O 0.134 -3.578 1.685
C -0.660 -1.326 2.817
F -0.589 0.008 2.646
F 0.009 -1.652 3.932
C -2.182 -1.715 2.964
F -2.412 -2.986 2.623
F -2.885 -0.902 2.163
C -2.662 -1.497 4.434
F -3.983 -1.507 4.414
F -2.234 -0.326 4.890
F -2.232 -2.473 5.212
C 2.467 -1.785 2.310
C 2.615 -0.544 3.180
C 3.659 0.538 2.940
O 3.663 1.473 3.672
I 5.128 0.495 1.381
C 3.738 -2.601 2.214
P 4.088 -3.317 3.961
O 4.974 -4.578 3.544
Br 5.619 -1.817 4.559
O 3.482 -3.735 1.417
C 3.482 -3.300 0.090
O 3.455 -4.384 -0.762
N 4.849 -4.864 -0.955
O 4.856 -5.873 -1.484
C 2.299 -2.356 -0.253
P 1.140 -3.224 -1.490
N 0.528 -4.617 -1.179
H 2.940 3.547 1.608
H 2.119 5.104 1.712
H 3.791 5.025 1.166
H 2.835 2.432 -0.378
H 1.886 3.195 -1.702
H 0.015 3.533 -0.119
H 0.799 2.566 1.094
H -0.385 1.685 -1.563
H -0.767 1.150 0.059
H 1.783 0.542 -1.451
H 0.436 -0.532 -1.252
H 1.140 0.424 1.368
H 2.662 0.199 0.575
H 1.847 -2.468 2.890
H 1.689 0.007 3.284
H 2.797 -0.913 4.191
H 4.627 -2.068 1.879
H 5.724 -4.389 2.963
H 4.425 -2.768 -0.089
H 2.794 -1.589 -0.847
H 1.949 -3.240 -2.640
H 0.115 -2.337 -1.824
H 0.806 -5.038 -0.304
C -2.358 -6.211 -4.343
C -1.706 -5.077 -5.116
C -0.359 -5.491 -5.688
O -1.556 -3.929 -4.274
H -1.725 -6.505 -3.501
H -3.321 -5.897 -3.943
H -2.513 -7.084 -4.979
H -2.365 -4.758 -5.925
H 0.322 -5.769 -4.878
H 0.094 -4.666 -6.240
H -0.458 -6.344 -6.360
H -0.984 -4.186 -3.543
C -2.788 1.586 8.431
C -2.303 2.671 7.481
C -0.941 2.332 6.893
O -2.260 3.931 8.142
H -2.096 1.481 9.271
H -3.765 1.844 8.837
H -2.864 0.620 7.928
H -3.026 2.795 6.673
H -0.192 2.249 7.685
H -0.613 3.118 6.212
H -0.970 1.386 6.349
H -1.633 3.866 8.869
C -3.649 4.805 0.375
C -2.539 5.287 -0.545
C -2.727 6.747 -0.924
O -2.470 4.465 -1.713
H -4.614 4.882 -0.132
H -3.499 3.756 0.640
H -3.692 5.394 1.292
H -1.573 5.164 -0.050
H -3.671 6.878 -1.458
H -1.923 7.076 -1.582
H -2.740 7.387 -0.042
H -3.308 4.551 -2.180
C -8.024 3.346 -0.337
C -7.551 4.551 0.461
C -8.534 4.916 1.562
O -7.327 5.664 -0.404
H -8.978 3.565 -0.823
H -7.305 3.098 -1.118
H -8.158 2.473 0.302
H -6.578 4.333 0.904
H -9.503 5.180 1.132
H -8.176 5.778 2.124
H -8.681 4.086 2.255
H -8.167 5.891 -0.817
C -2.629 -0.945 -6.969
C -1.311 -0.281 -6.605
C -0.181 -0.753 -7.508
O -0.992 -0.533 -5.236
H -2.551 -2.028 -6.846
H -3.427 -0.594 -6.314
H -2.908 -0.734 -8.002
H -1.412 0.802 -6.685
H -0.041 -1.833 -7.402
H 0.756 -0.267 -7.236
H -0.393 -0.537 -8.556
H -0.910 -1.489 -5.128
C 8.925 -1.721 -1.853
C 7.522 -2.167 -1.479
C 6.780 -2.727 -2.681
O 6.785 -1.073 -0.908
H 8.883 -0.933 -2.609
H 9.446 -1.320 -0.984
H 9.508 -2.549 -2.255
H 7.578 -2.918 -0.691
H 6.686 -1.963 -3.457
H 5.773 -3.042 -2.402
H 7.303 -3.582 -3.107
H 6.721 -0.397 -1.593
```

* spin multiplicity: 1
* LUMO level: -3.78 eV
* Kohn-Sham gap: 7.8 eV
* net charge: +1
* max |F|: 1.83 eV/Å
* HOMO: -11.618 eV

Here are the Mulliken charges for atoms 1 to 99, given in e:
1 C -0.44
2 O -0.46
3 C -0.48
4 C 0.19
5 C -1.62
6 C -0.31
7 C -0.59
8 N 1.87
9 S 0.56
10 O -0.54
11 O -0.52
12 C 0.44
13 F -0.21
14 F -0.39
15 C 0.79
16 F -0.23
17 F -0.24
18 C 0.59
19 F -0.24
20 F -0.21
21 F -0.22
22 C 0.39
23 C -0.94
24 C -0.35
25 O -0.54
26 I 0.15
27 C -0.79
28 P 0.09
29 O -0.43
30 Br -0.19
31 O -0.57
32 C -0.34
33 O -0.37
34 N 0.31
35 O -0.34
36 C -0.06
37 P 0.62
38 N -0.72
39 H 0.00
40 H 0.28
41 H 0.28
42 H 0.36
43 H 0.27
44 H -0.11
45 H 0.24
46 H 0.64
47 H 0.21
48 H 0.64
49 H 0.10
50 H 0.25
51 H -0.24
52 H 0.85
53 H -0.09
54 H 1.58
55 H 0.58
56 H 0.34
57 H 0.50
58 H 0.16
59 H 0.15
60 H 0.08
61 H 0.26
62 C -1.37
63 C 0.51
64 C -1.18
65 O -0.42
66 H 0.33
67 H 0.33
68 H 0.41
69 H 0.26
70 H 0.27
71 H 0.21
72 H 0.42
73 H 0.18
74 C -1.15
75 C 0.35
76 C -0.84
77 O -0.57
78 H 0.33
79 H 0.33
80 H 0.27
81 H 0.25
82 H 0.37
83 H 0.32
84 H 0.02
85 H 0.36
86 C -1.15
87 C 0.69
88 C -1.52
89 O -0.53
90 H 0.13
91 H 0.29
92 H 0.46
93 H 0.19
94 H 0.33
95 H 0.39
96 H 0.37
97 H 0.35
98 C -1.26
99 C 0.66